{
  "formula": "C36H93BBrO32P8",
  "method": "ωB97M-V/def2-TZVPD",
  "elements": ["Br", "P", "P", "P", "P", "P", "P", "P", "P", "O", "O", "O", "O", "O", "O", "O", "O", "O", "O", "O", "O", "O", "O", "O", "O", "O", "O", "O", "O", "O", "O", "O", "O", "O", "O", "O", "O", "O", "O", "O", "O", "C", "C", "C", "C", "C", "C", "C", "C", "C", "C", "C", "C", "C", "C", "C", "C", "C", "C", "C", "C", "C", "C", "C", "C", "C", "C", "C", "C", "C", "C", "C", "C", "C", "C", "C", "C", "B", "H", "H", "H", "H", "H", "H", "H", "H", "H", "H", "H", "H", "H", "H", "H", "H", "H", "H", "H", "H", "H", "H", "H", "H", "H", "H", "H", "H", "H", "H", "H", "H", "H", "H", "H", "H", "H", "H", "H", "H", "H", "H", "H", "H", "H", "H", "H", "H", "H", "H", "H", "H", "H", "H", "H", "H", "H", "H", "H", "H", "H", "H", "H", "H", "H", "H", "H", "H", "H", "H", "H", "H", "H", "H", "H", "H", "H", "H", "H", "H", "H", "H", "H", "H", "H", "H", "H", "H", "H", "H", "H", "H", "H"],
  "coordinates": [[-5.2611, 4.5384, -1.4674], [-3.5848, -8.3457, -2.1399], [0.9256, 1.9933, -3.9560], [12.4715, -0.3363, -1.2443], [-3.9789, 1.1516, 9.9243], [7.3507, -0.6616, -3.5445], [8.3049, 5.4966, -6.9355], [-4.1447, -2.7616, 5.2915], [-7.7320, 1.1430, 0.4303], [8.4983, -1.8988, -3.5261], [12.6427, -1.4448, -0.0132], [8.2068, 0.0674, -4.7235], [8.9576, 4.6654, -5.7045], [6.3732, 0.7047, -3.4291], [-3.6465, 1.6354, 11.4463], [-4.2463, -1.2103, 4.7341], [-5.6331, 1.2055, 10.2386], [-3.9140, -9.6509, -3.1270], [-3.4462, -6.7642, -1.6459], [1.5958, 2.4361, -2.6939], [6.7628, 5.2104, -6.3727], [11.7630, 0.7116, -0.2298], [11.8198, 0.4320, -2.5704], [-3.2122, -0.3096, -1.5033], [0.9811, 3.4299, -4.8113], [-5.7606, -2.9110, 5.3405], [-3.9481, 2.2688, 8.9197], [-3.5417, -2.4442, 6.6290], [-2.4151, 0.5770, 9.7556], [13.9102, -0.0421, -1.5274], [-0.6871, 2.0110, -3.9011], [-3.7646, -1.3194, 0.3970], [6.2397, -1.5067, -4.1102], [-6.5970, 3.6730, 0.7681], [0.9605, 0.3337, -3.7956], [-3.9811, -4.4220, 5.3246], [9.6987, 5.3092, -7.8279], [-2.0149, -8.3779, -2.5464], [-5.0503, 1.9478, 0.2609], [8.3152, 6.9798, -6.7506], [-3.8941, -9.0028, -0.8336], [-4.8875, 4.5397, 3.3700], [-2.6964, 2.6759, 11.6287], [-4.7232, -1.0071, 3.3758], [-5.9981, 1.3285, -1.9511], [-2.7276, -4.9476, 5.7633], [2.1773, -0.2511, -3.3235], [8.4091, -0.6266, -5.9496], [10.3929, 0.3225, -2.7704], [-5.6204, -0.1827, -2.0970], [-6.6798, 3.1277, 4.6452], [-6.1766, 0.2179, 11.1297], [-4.4217, 3.8476, 2.0641], [-3.8397, -9.4447, -4.5501], [-6.6014, 3.3620, -0.5864], [-1.0445, -8.2676, -1.5105], [8.0962, -3.1622, -2.9915], [-10.1296, -0.0030, -0.7200], [-4.1676, -0.3941, -2.5677], [6.9394, 1.8941, -2.8396], [-6.3572, -3.4668, 6.5020], [-1.9207, 0.4011, 8.4226], [-4.4315, -6.2647, -0.7326], [-6.2067, 1.8030, -0.5087], [10.0670, 5.2319, -5.0139], [13.6381, -2.4594, -0.1752], [-4.2127, 2.4485, 4.7928], [0.5008, 3.4139, -6.1666], [-1.3429, 1.6762, -2.6681], [6.2684, 3.8593, -6.4588], [-7.3395, -0.6238, 0.8875], [9.9260, 6.2358, -8.8940], [-2.6151, -2.7277, -1.0946], [-9.1478, 1.2105, -0.7974], [-5.1961, 3.6238, 4.5914], [-3.2421, -1.3985, -0.6785], [12.5391, 1.2641, 0.8285], [-5.5140, 2.8332, 1.3738], [-4.1722, -6.5506, 0.2848], [-2.6232, 3.3145, 10.7480], [-4.1918, 5.3388, 3.6802], [-5.7750, 0.3464, 12.1374], [0.6740, 4.3987, -6.5957], [-9.7161, 2.1156, -0.5475], [13.6030, 1.2649, 0.5917], [-2.8163, -9.2137, -4.8512], [10.9971, 4.8231, -5.4111], [9.0052, 6.4649, -9.4265], [-1.5820, -2.5881, -1.4378], [-5.4235, -6.6360, -0.9808], [7.3092, 1.6875, -1.8346], [-2.6047, -3.3690, -0.2110], [-7.6073, -1.3620, 0.1148], [8.9969, -3.7057, -2.7048], [6.8545, 3.1996, -5.8157], [-3.1909, -3.1903, -1.9070], [-1.0880, -0.3004, 8.4642], [13.3832, -3.2857, 0.4877], [-3.8246, 2.0202, 3.8671], [-9.6420, -0.9333, -0.4110], [-5.9590, -0.7901, 10.7719], [5.2342, 3.8509, -6.1219], [-6.9739, 3.0159, 5.7012], [-6.7034, 2.1220, 4.2088], [-5.8306, 2.0925, 2.3022], [-8.8059, 1.3296, -1.8359], [-7.2562, 0.3524, 11.1615], [-4.1092, -1.5589, 2.6687], [-0.7107, -7.2326, -1.4261], [7.6278, -1.3652, -6.1295], [-2.6418, -5.9666, 5.3853], [-7.3660, 3.8019, 4.1236], [-0.5695, 3.2015, -6.1911], [-4.5062, -8.6390, -4.8610], [10.0953, -0.7174, -2.8225], [-7.6062, 3.5878, -0.9665], [1.0378, 2.6717, -6.7609], [10.3592, 7.1510, -8.4952], [13.6721, -2.8248, -1.1997], [6.3080, 3.5016, -7.4887], [7.7527, 2.2759, -3.4615], [-5.7634, -1.3226, 3.2901], [-4.6599, 0.0520, 3.1456], [-6.2804, -0.6993, 1.1638], [14.6115, -2.0637, 0.1081], [-5.0953, 4.2613, 5.4875], [9.3827, -1.1193, -5.9402], [10.1414, 0.8134, -3.7037], [-10.5036, -0.1810, -1.7384], [-5.1412, 1.9060, -2.3377], [-2.6885, -0.0030, 7.7649], [-4.0906, -1.4054, -3.0045], [-1.4375, -8.6036, -0.5510], [-5.8301, 5.0647, 3.1317], [12.2107, 2.2909, 0.9806], [7.5664, -3.7293, -3.7539], [-5.7290, -3.3339, 7.3835], [10.6326, 5.7802, -9.5870], [2.2150, -0.1964, -2.2369], [-4.7760, 1.6397, 5.2914], [10.0816, 6.3186, -5.0950], [-1.8936, -4.3588, 5.3857], [-6.8401, 1.5495, -2.6149], [6.1589, 2.6493, -2.7788], [-0.1952, -8.8924, -1.7823], [-7.9184, -0.8774, 1.7860], [-2.7007, -4.9694, 6.8515], [-4.4326, -5.1780, -0.8026], [9.9803, 4.9580, -3.9636], [-4.2419, 4.6613, 1.3329], [-3.4321, 2.7321, 5.5111], [7.4623, -3.0402, -2.1154], [-2.2378, 2.2909, -2.5834], [-1.7173, 2.2487, 11.8520], [12.3692, 0.6981, 1.7454], [9.8596, 0.8226, -1.9529], [-3.9601, 0.3598, -3.3352], [3.0476, 0.2420, -3.7520], [-3.0214, 3.2787, 12.4762], [-7.3059, -2.9572, 6.6651], [8.3930, 0.1086, -6.7529], [-3.4344, 3.3623, 2.1921], [-0.7070, 1.8659, -1.8042], [-1.5624, 1.3539, 8.0368], [-5.7652, -0.7530, -1.1723], [2.1856, -1.2995, -3.6206], [-10.9523, 0.2483, -0.0424], [-4.1511, -10.3653, -5.0389], [-6.5482, -4.5308, 6.3476], [-6.3063, -0.6106, -2.8477], [-1.6312, 0.6323, -2.6836]],
  "max_force_ev_per_a": 8.88,
  "lumo_ha": -0.0527,
  "homo_lumo_gap_ev": 2.6,
  "homo_ev": -4.1,
  "total_charge": -1
}